Density functional theory data (ωB97M-V with the def2-TZVPD basis set) for a cluster of 2 separate species, C2H3O3Si in total.

Each atom is followed by the atoms it is bonded to, with distances in Å.
CARTESIAN COORDINATES (ANGSTROEM)
1 Si 0.42208 0.24019 -0.01498  O4 1.581, H7 1.699, H8 1.471, H9 1.390
2 O 4.54122 1.34983 0.47614  C6 1.187
3 O 3.26639 -1.90674 -0.24832  C5 1.199
4 O 1.30320 -0.45795 1.09712  Si1 1.581
5 C 3.43446 -0.80159 0.18551  O3 1.199, C6 1.332
6 C 4.05186 0.36758 0.02254  O2 1.187, C5 1.332
7 H -0.17250 -0.80204 -1.21752  Si1 1.699
8 H 0.87444 1.39924 -0.79886  Si1 1.471
9 H -0.65741 0.90538 0.55557  Si1 1.390

Calculated values
ΔE to the lowest compared entry with this formula, charge and spin: 54.9 kcal per mole
Frontier orbital gap (alpha / beta): 7.088 / 7.214 eV
Net charge: -1
E_LUMO (alpha / beta): 3.106 / 3.016 eV
Strongest force on any atom: 3.2 eV/A

Results of the Löwdin charge analysis, in e, for atoms 1 through 6: number 1, Si, carries 0.209; number 2, O, carries 0.060; number 3, O, carries 0.055; number 4, O, carries -0.528; number 5, C, carries -0.241; number 6, C, carries -0.206


Density functional theory data (ωB97M-V with the def2-TZVPD basis set) for the ion C2H3O3Si with charge -1.

Each atom is followed by the atoms it is bonded to, with distances in Å.
CARTESIAN COORDINATES (ANGSTROEM)
1 Si -0.17004 -0.18701 -0.01311  O2 2.131, C5 1.962, H7 1.526, H8 1.569, H9 1.577
2 O -0.47786 -2.11835 -0.86005  Si1 2.131, C6 1.312
3 O -2.93468 -0.59782 0.91378  C5 1.252
4 O -1.98696 -3.55822 0.07389  C6 1.236
5 C -1.84485 -1.06438 0.51190  Si1 1.962, O3 1.252, C6 1.543
6 C -1.51843 -2.43193 -0.12446  O2 1.312, O4 1.236, C5 1.543
7 H 0.25926 0.96364 0.89235  Si1 1.526
8 H -0.50723 0.55991 -1.35086  Si1 1.569
9 H 0.99850 -1.10410 0.51740  Si1 1.577

Calculated values
ΔE to the lowest compared entry with this formula, charge and spin: 0.3 kcal per mole
Frontier orbital gap: 8.596 eV
Net charge: -1
E_LUMO: 4.040 eV
Strongest force on any atom: 3.4 eV/A

Results of the Löwdin charge analysis, in e, for atoms 1 through 6: number 1, Si, carries 0.526; number 2, O, carries -0.219; number 3, O, carries -0.035; number 4, O, carries -0.009; number 5, C, carries -0.387; number 6, C, carries -0.650